DFT (wB97M-V/def2-TZVPD) results for a cluster of 6 separate species, C32H55BF5NO21Si2 in total.

The total charge is 0. As for the SMILES: [H]/N=C/C[Si@@](CCCO)(CC(C)C)O[Si](CCCCO)(CCCCO)B(O)O.O=C1OC[C@@H](F)O1.O=C1OC[C@@H](F)O1.O=C1OC[C@@H](F)O1.O=C1OC[C@@H](F)O1.O=C1OC[C@@H](F)O1. Its multiplicity is 1. Its LUMO energy is 0.12 eV. The HOMO energy is -9.51 eV.

The geometry in XYZ format:
```
117
Properties=species:S:1:pos:R:3:mulliken_charge:R:1
C -2.39 -5.46 -1.25 -1.791
C -1.80 -4.71 -2.44 0.960
C -1.61 -5.68 -3.62 -1.209
C -2.71 -3.51 -2.77 -0.233
Si -2.51 -2.59 -4.41 0.193
C -0.70 -2.49 -4.93 -0.387
C -0.56 -1.99 -6.35 -0.712
N -0.96 -0.85 -6.71 -0.389
C -3.43 -3.45 -5.80 -0.706
C -4.83 -3.99 -5.48 -0.732
C -5.83 -2.92 -5.04 -0.243
O -6.02 -2.87 -3.62 -0.579
O -3.17 -1.08 -4.26 0.078
Si -3.01 0.08 -3.07 -1.051
C -4.52 -0.01 -1.94 -1.204
C -4.32 -0.56 -0.52 -0.206
C -5.61 -1.10 0.09 -0.502
C -5.50 -1.41 1.59 -0.818
O -6.17 -0.42 2.39 -0.458
C -1.42 -0.03 -2.07 -0.254
C -1.40 1.18 -1.11 -0.790
C -0.40 2.26 -1.54 -0.467
C -0.11 3.29 -0.45 -0.641
O 1.28 3.58 -0.29 -0.389
B -2.98 1.91 -4.00 0.189
O -2.04 2.11 -4.96 -0.555
O -3.81 2.96 -3.63 -0.579
H -3.37 -5.86 -1.52 0.380
H -2.53 -4.81 -0.39 0.368
H -1.77 -6.31 -0.96 0.469
H -0.82 -4.32 -2.12 0.245
H -0.74 -5.45 -4.23 0.270
H -1.46 -6.69 -3.25 0.497
H -2.49 -5.70 -4.26 0.117
H -3.75 -3.88 -2.73 0.567
H -2.63 -2.79 -1.95 -0.180
H -0.14 -1.82 -4.27 0.341
H -0.25 -3.48 -4.87 0.352
H -0.09 -2.69 -7.05 0.379
H -0.76 -0.70 -7.70 0.221
H -2.79 -4.23 -6.22 0.389
H -3.53 -2.68 -6.58 0.522
H -4.78 -4.76 -4.71 0.197
H -5.23 -4.49 -6.37 0.545
H -6.81 -3.12 -5.46 0.460
H -5.51 -1.94 -5.40 0.076
H -5.30 -2.36 -3.25 -0.049
H -5.30 -0.59 -2.44 0.822
H -4.92 1.00 -1.87 0.668
H -3.93 0.23 0.14 0.322
H -3.58 -1.37 -0.51 0.179
H -5.91 -2.00 -0.45 0.288
H -6.41 -0.37 -0.04 0.411
H -4.45 -1.47 1.89 0.361
H -5.98 -2.36 1.82 0.352
H -5.52 0.19 2.73 0.269
H -0.57 0.04 -2.75 0.611
H -1.32 -0.96 -1.51 0.457
H -1.14 0.85 -0.11 0.440
H -2.39 1.65 -1.05 0.249
H -0.76 2.77 -2.43 -0.087
H 0.54 1.78 -1.84 0.489
H -0.53 2.97 0.51 0.296
H -0.57 4.25 -0.69 0.319
H 1.78 2.76 -0.42 0.314
H -2.25 2.81 -5.59 0.287
H -4.72 2.92 -3.93 0.285
C 5.15 5.24 -0.85 -0.468
C 4.58 4.26 0.16 0.268
O 5.33 4.55 1.32 -0.261
C 5.75 5.84 1.24 0.585
O 6.21 6.46 2.14 -0.516
O 5.56 6.32 -0.01 -0.312
F 4.81 2.96 -0.19 -0.246
H 6.02 4.81 -1.34 0.283
H 4.43 5.58 -1.58 0.282
H 3.52 4.38 0.37 0.380
C 5.88 0.45 1.33 -0.335
C 5.35 -0.96 1.47 0.712
O 6.46 -1.74 1.08 -0.345
C 7.59 -1.02 1.32 0.698
O 8.69 -1.47 1.33 -0.534
O 7.27 0.27 1.57 -0.332
F 4.30 -1.21 0.65 -0.309
H 5.72 0.81 0.31 0.166
H 5.46 1.16 2.05 0.275
H 5.07 -1.22 2.49 0.025
C 6.44 -2.41 6.79 -0.440
C 7.07 -2.50 5.41 0.295
O 6.15 -1.75 4.62 -0.270
C 5.51 -0.86 5.43 0.626
O 4.86 0.04 5.02 -0.484
O 5.74 -1.16 6.72 -0.350
F 7.12 -3.77 4.94 -0.275
H 5.72 -3.22 6.92 0.276
H 7.15 -2.39 7.60 0.279
H 8.06 -2.05 5.32 0.304
C -7.83 -0.24 5.03 -0.181
C -8.82 -1.27 5.54 0.313
O -8.95 -0.91 6.90 -0.315
C -8.66 0.41 7.03 0.620
O -8.88 1.06 7.99 -0.497
O -8.09 0.87 5.89 -0.336
F -8.34 -2.53 5.45 -0.280
H -6.81 -0.59 5.17 0.205
H -7.98 0.05 3.99 0.170
H -9.80 -1.23 5.07 0.297
C 9.65 7.17 3.66 -0.353
C 9.05 6.21 4.66 0.411
O 9.82 6.46 5.82 -0.334
C 10.29 7.74 5.75 0.631
O 10.79 8.33 6.65 -0.492
O 10.11 8.23 4.50 -0.329
F 9.21 4.92 4.30 -0.283
H 10.51 6.72 3.15 0.291
H 8.94 7.55 2.93 0.211
H 8.00 6.39 4.88 0.251
```

---

DFT (wB97M-V/def2-TZVPD) results for a structure of composition C32H55NP2RuSi at a distorted geometry.

The total charge is +2. As for the energy above the lowest of the compared OMol25 structures with the same formula, charge and spin: 0.0 kJ/mol. Its multiplicity is 5. Its LUMO energy (spin up / spin down) is -5.74 / -9.27 eV. The HOMO energy (spin up / spin down) is -12.41 / -12.76 eV.

The geometry in XYZ format:
```
92
Properties=species:S:1:pos:R:3:mulliken_charge:R:1
Ru -0.96 1.06 0.37 -0.220
C -0.17 2.29 2.71 0.726
C -0.93 2.77 1.56 1.457
C -2.23 1.28 2.84 0.986
C -0.99 1.43 3.47 0.996
C -2.27 2.10 1.65 0.108
C 1.16 2.77 3.11 -1.812
H 1.61 3.38 2.32 0.323
H 1.84 1.93 3.32 0.226
H 1.11 3.38 4.02 0.444
C -0.63 0.84 4.79 -1.332
H 0.30 1.26 5.17 0.436
H -0.50 -0.24 4.72 -0.284
H -1.42 1.04 5.53 0.449
C -3.39 0.54 3.38 -1.721
H -3.79 1.03 4.27 0.401
H -3.11 -0.49 3.68 0.121
H -4.18 0.47 2.63 0.381
C -3.51 2.64 1.02 -1.699
H -4.00 3.38 1.67 0.352
H -4.21 1.83 0.83 0.426
H -3.27 3.12 0.07 0.317
C -0.72 4.07 0.88 -1.942
H -1.15 4.90 1.45 0.366
H -1.18 4.05 -0.11 0.366
H 0.35 4.25 0.75 0.362
C 0.64 -0.26 -0.10 -0.215
C 1.09 1.08 -0.25 0.491
C 1.22 1.80 -1.57 -1.443
C -0.07 1.79 -2.40 0.782
C -1.35 1.59 -1.62 -0.056
C -1.90 0.29 -1.36 -0.958
C -1.23 -1.01 -1.72 -0.574
C 0.24 -1.12 -1.27 -0.473
H 2.05 1.39 -2.17 0.452
H 0.01 1.00 -3.18 -1.759
H 1.50 2.85 -1.36 0.427
H 0.89 -0.92 -2.14 -0.494
H 0.97 -0.79 0.80 0.216
H 1.75 1.46 0.54 0.667
H 0.43 -2.17 -0.98 0.505
H -1.80 -1.82 -1.23 0.627
H -2.99 0.23 -1.28 0.715
H -1.30 -1.21 -2.80 0.036
H -0.15 2.74 -2.95 0.746
H -2.08 2.40 -1.74 0.750
P 0.89 -0.35 -4.74 1.173
C 2.09 -1.74 -4.75 -1.383
C 1.70 0.79 -5.94 -1.215
P -2.04 -0.23 -5.71 0.418
C -0.40 -1.11 -5.80 -1.397
C -1.89 0.81 -7.24 -1.169
C -2.99 -1.59 -6.52 -1.203
H 1.63 -2.63 -4.29 0.415
H 2.97 -1.45 -4.16 0.424
H 2.40 -1.97 -5.77 0.463
H 2.07 0.23 -6.81 0.449
H 2.55 1.27 -5.43 0.423
H 1.01 1.57 -6.27 0.290
H -2.59 -1.81 -7.52 0.369
H -4.04 -1.30 -6.62 0.405
H -2.93 -2.50 -5.90 0.356
H -0.56 -2.15 -5.46 0.604
H -0.05 -1.14 -6.85 0.680
H -2.87 1.27 -7.43 0.417
H -1.62 0.20 -8.10 0.376
H -1.15 1.61 -7.10 0.281
C -0.42 -3.39 1.63 -0.702
Si 0.37 -2.95 3.27 -0.098
C -0.90 -2.67 4.63 -0.666
C 1.43 -4.38 3.86 -1.105
N 1.29 -1.52 3.00 0.136
C 2.42 -1.04 3.46 -0.212
C 2.70 -0.91 4.87 -0.016
C 3.92 -0.41 5.31 -0.690
C 4.91 -0.02 4.40 -0.432
C 4.67 -0.12 3.02 -0.669
C 3.45 -0.58 2.55 0.003
H -1.02 -4.30 1.73 0.548
H 0.36 -3.57 0.88 0.179
H -1.06 -2.58 1.27 -0.007
H -1.31 -3.65 4.92 0.459
H -0.45 -2.22 5.53 0.402
H -1.73 -2.04 4.31 -0.129
H 2.30 -4.54 3.20 0.341
H 1.81 -4.22 4.88 0.328
H 0.83 -5.30 3.86 0.395
H 1.94 -1.26 5.57 0.385
H 4.10 -0.32 6.39 0.414
H 5.86 0.35 4.76 0.425
H 5.44 0.15 2.30 0.412
H 3.25 -0.70 1.48 0.448
```

---

DFT (wB97M-V/def2-TZVPD) results for a cluster of 11 separate species, C32H56F6N4O16P in total at a distorted geometry.

The total charge is -1. Its multiplicity is 1. Its LUMO energy is 2.05 eV. The HOMO energy is -7.74 eV.

The geometry in XYZ format:
```
115
Properties=species:S:1:pos:R:3:mulliken_charge:R:1
P 0.32 0.07 0.74 1.917
F 0.62 -1.54 0.65 -0.057
F -1.04 -0.23 1.57 -0.592
F 1.16 0.14 2.12 -0.266
F -0.02 1.65 0.75 -0.415
F 1.72 0.29 -0.05 -0.737
F -0.44 -0.05 -0.67 -0.275
O 4.63 -3.57 2.95 -0.728
C 3.93 -2.80 2.29 0.513
N 2.63 -3.06 2.07 -0.088
C 4.43 -1.46 1.74 -0.294
H 2.07 -2.47 1.48 -0.074
H 2.32 -3.96 2.38 0.176
H 4.85 -0.84 2.52 0.174
H 3.65 -1.07 1.10 -0.173
H 5.27 -1.80 1.12 0.326
O -0.12 -4.96 -1.28 -0.746
C -0.47 -5.13 -0.12 0.746
N -0.66 -4.10 0.73 0.188
C -0.90 -6.50 0.34 -1.344
H -0.45 -3.18 0.37 -0.171
H -0.75 -4.23 1.72 0.063
H -0.54 -6.71 1.36 0.416
H -0.62 -7.29 -0.35 0.351
H -1.99 -6.49 0.44 0.292
O 0.07 3.18 5.38 -0.680
C -1.02 2.97 4.86 0.828
N -1.14 2.36 3.67 0.012
C -2.34 3.28 5.56 -1.066
H -0.36 2.08 3.10 -0.064
H -2.04 2.24 3.22 -0.011
H -3.21 2.94 5.00 0.230
H -2.42 4.35 5.73 0.327
H -2.34 2.85 6.57 0.278
O -4.15 -2.96 -3.40 -0.726
C -3.12 -3.21 -2.79 0.182
N -2.45 -4.37 -2.95 -0.213
C -2.48 -2.21 -1.84 1.173
H -1.62 -4.54 -2.39 0.218
H -2.74 -5.04 -3.63 0.208
H -3.01 -2.31 -0.89 0.416
H -2.61 -1.19 -2.17 -0.782
H -1.44 -2.48 -1.66 -0.443
O 5.44 4.57 2.41 -0.638
C 4.49 3.87 2.53 0.484
O 3.44 3.89 1.69 -0.387
C 2.46 2.88 2.05 0.572
C 2.73 2.54 3.53 -0.097
C 4.20 2.92 3.66 -0.480
H 2.58 2.07 1.34 -0.417
H 1.47 3.32 1.97 0.176
H 2.51 1.49 3.70 0.135
H 2.14 3.11 4.24 0.207
H 4.88 2.07 3.64 0.185
H 4.37 3.45 4.60 0.296
O -4.01 1.83 2.61 -0.595
C -4.13 1.66 1.43 0.130
O -4.64 2.64 0.65 -0.403
C -4.68 2.26 -0.72 -0.467
C -4.69 0.74 -0.70 -0.342
C -3.96 0.41 0.59 0.616
H -3.86 2.70 -1.30 0.244
H -5.62 2.63 -1.13 0.331
H -4.26 0.18 -1.53 0.022
H -5.75 0.45 -0.74 0.350
H -2.88 0.39 0.39 -0.651
H -4.14 -0.54 1.09 0.629
O -2.99 3.81 -5.17 -0.637
C -2.44 2.85 -4.72 0.462
O -1.29 2.98 -4.01 -0.407
C -0.82 1.72 -3.52 0.971
C -1.51 0.69 -4.39 -0.087
C -2.83 1.40 -4.74 -0.377
H -1.03 1.64 -2.45 -0.192
H 0.25 1.60 -3.64 -0.490
H -1.70 -0.22 -3.82 -0.044
H -0.89 0.45 -5.25 0.334
H -3.57 1.17 -3.97 0.027
H -3.20 1.06 -5.70 0.389
O 2.04 0.13 -5.81 -0.625
C 2.33 -0.66 -4.95 0.480
O 1.34 -1.16 -4.17 -0.273
C 1.89 -1.91 -3.06 0.726
C 3.25 -2.34 -3.58 -0.724
C 3.67 -1.20 -4.47 -0.488
H 1.22 -2.75 -2.93 -0.002
H 2.04 -1.28 -2.18 -0.453
H 3.15 -3.27 -4.14 0.313
H 3.84 -2.60 -2.70 0.439
H 4.20 -1.57 -5.35 0.426
H 4.24 -0.45 -3.93 0.176
O 1.47 5.37 -2.07 -0.617
C 2.10 4.40 -2.35 0.349
O 2.45 3.48 -1.42 -0.274
C 3.14 2.37 -2.02 0.260
C 3.51 2.84 -3.43 -0.318
C 2.59 4.01 -3.73 -0.451
H 2.55 1.46 -2.06 -0.298
H 4.00 2.14 -1.39 0.385
H 3.30 2.04 -4.15 -0.014
H 4.57 3.05 -3.58 0.378
H 1.68 3.79 -4.30 0.229
H 3.15 4.80 -4.22 0.340
O -2.89 -3.95 3.13 -0.625
C -2.59 -2.89 3.56 0.352
O -3.41 -1.80 3.39 -0.417
C -2.76 -0.63 3.94 0.942
C -1.69 -1.13 4.90 -0.737
C -1.31 -2.47 4.28 0.317
H -3.44 0.03 4.46 0.362
H -2.31 -0.09 3.12 -0.720
H -2.11 -1.23 5.89 0.338
H -0.87 -0.41 4.90 0.252
H -0.94 -3.14 5.05 0.507
H -0.63 -2.30 3.44 -0.471
```

---

DFT (wB97M-V/def2-TZVPD) results for a cluster of 4 separate species, C32H57BrClF3N4O12S in total at a distorted geometry.

The total charge is 0. As for the SMILES: O=C1NC(=O)c2c(Br)c(CCCS(=O)(=O)O)c(C[C@@H](O)C(F)(F)F)c(Cl)c21.COCCNCCOC.COCCNCCOC.COCCNCCOC. Its multiplicity is 1. Its LUMO energy is -1.28 eV. The HOMO energy is -8.73 eV.

The geometry in XYZ format:
```
111
Properties=species:S:1:pos:R:3:mulliken_charge:R:1
O -8.97 5.53 -3.42 -0.488
C -8.55 5.07 -2.35 0.043
N -8.94 5.37 -0.95 -0.445
C -7.84 5.16 0.05 0.125
O -7.71 5.74 1.13 -0.481
C -6.97 4.03 -0.67 0.265
C -5.85 3.11 -0.18 0.045
Br -5.28 3.23 1.71 -0.036
C -5.21 2.12 -1.22 0.799
C -4.00 1.20 -0.65 0.876
C -2.78 2.24 -0.39 -0.939
C -1.76 2.30 -1.66 0.114
S -0.68 3.81 -1.52 1.178
O -0.92 4.64 -0.29 -0.615
O 0.76 3.31 -1.43 -0.640
O -0.77 4.83 -2.86 -0.494
C -5.71 2.02 -2.70 -0.059
C -5.08 0.97 -3.75 -0.850
C -5.99 -0.38 -3.68 -0.309
O -6.42 -0.64 -2.33 -0.495
C -7.16 -0.43 -4.76 0.689
F -7.35 -1.81 -5.11 -0.293
F -6.82 0.20 -6.00 -0.233
F -8.41 0.04 -4.31 -0.239
C -6.85 2.96 -3.18 0.373
Cl -7.53 3.00 -4.86 -0.131
C -7.42 3.95 -2.15 0.061
H -9.64 4.61 -0.80 0.355
H -3.73 0.35 -1.35 0.417
H -4.28 0.76 0.37 -1.500
H -3.14 3.32 -0.25 0.705
H -2.21 1.99 0.58 0.270
H -2.44 2.33 -2.59 0.401
H -1.13 1.32 -1.61 -0.238
H 0.09 5.34 -2.80 0.388
H -4.98 1.40 -4.80 0.583
H -4.02 0.64 -3.43 0.099
H -5.26 -1.24 -3.94 0.355
H -7.27 -0.20 -2.13 0.395
C 3.97 -1.25 1.62 -0.806
O 4.36 -1.00 0.28 -0.300
C 4.61 -2.18 -0.49 -0.432
C 3.49 -2.43 -1.50 -0.135
N 2.25 -2.85 -0.83 -0.322
C 1.06 -2.79 -1.68 -0.829
C 0.70 -1.44 -2.34 -0.615
O 0.24 -0.44 -1.43 -0.408
C 1.27 0.22 -0.71 -0.359
H 4.06 -0.32 2.18 0.266
H 2.93 -1.58 1.67 0.323
H 4.61 -2.00 2.09 0.318
H 4.79 -3.05 0.15 0.470
H 5.53 -1.99 -1.04 0.090
H 3.81 -3.22 -2.19 0.396
H 3.35 -1.51 -2.07 0.092
H 2.10 -2.26 -0.02 0.103
H 0.22 -3.09 -1.05 0.392
H 1.15 -3.55 -2.47 0.411
H -0.15 -1.63 -3.00 0.393
H 1.49 -1.05 -2.98 0.414
H 2.17 0.37 -1.31 0.226
H 1.50 -0.33 0.21 -0.028
H 0.90 1.20 -0.40 0.360
C 9.65 2.36 0.98 -0.664
O 10.45 1.72 0.01 -0.325
C 11.34 0.74 0.54 -0.813
C 10.86 -0.68 0.22 -0.140
N 9.65 -1.03 0.97 -0.309
C 8.96 -2.22 0.48 -0.798
C 8.49 -2.24 -0.99 -0.493
O 7.42 -1.35 -1.29 -0.449
C 7.81 0.01 -1.46 -0.591
H 9.20 3.25 0.53 0.232
H 8.83 1.72 1.31 0.259
H 10.24 2.68 1.85 0.328
H 11.50 0.87 1.61 0.392
H 12.30 0.89 0.04 0.394
H 11.66 -1.39 0.46 0.382
H 10.69 -0.73 -0.86 0.136
H 9.01 -0.25 0.95 0.080
H 8.07 -2.33 1.11 0.374
H 9.59 -3.10 0.66 0.399
H 8.09 -3.24 -1.18 0.358
H 9.31 -2.11 -1.70 0.364
H 8.79 0.10 -1.95 0.324
H 7.81 0.52 -0.49 0.073
H 7.07 0.50 -2.08 0.372
C -2.56 -2.22 6.60 -0.718
O -2.07 -2.68 5.36 -0.302
C -2.74 -3.84 4.85 -0.838
C -3.65 -3.47 3.67 -0.068
N -4.81 -2.69 4.11 -0.314
C -5.54 -2.04 3.02 -1.264
C -4.76 -1.07 2.10 -0.071
O -4.36 0.15 2.72 -0.260
C -3.21 0.04 3.54 -0.679
H -1.83 -1.52 7.02 0.228
H -3.51 -1.68 6.47 0.303
H -2.70 -3.04 7.31 0.329
H -3.29 -4.36 5.64 0.393
H -1.96 -4.51 4.49 0.400
H -4.00 -4.40 3.19 0.391
H -3.04 -2.92 2.95 0.080
H -4.51 -1.98 4.76 0.123
H -6.35 -1.47 3.49 0.414
H -6.01 -2.81 2.40 0.431
H -5.45 -0.77 1.30 0.314
H -3.92 -1.55 1.60 0.316
H -2.47 -0.66 3.14 0.292
H -3.50 -0.24 4.55 0.163
H -2.74 1.03 3.61 0.378
```

---

So what do the calculations give for electronic energy? Going down the list: -108588.4991, -64585.7568, -98421.0209, -166180.0701 eV.